Entry from the Open Molecules 2025 dataset: 8 unconnected molecules or ions with the total composition C63H90FNO18 in a non-equilibrium geometry (ωB97M-V with the def2-TZVPD basis set).

```
173
C63H90FNO18, DFT ωB97M-V with the def2-TZVPD basis set
C -2.25 2.99 -6.25
C -3.07 3.16 -4.81
C -2.35 4.21 -3.77
F -1.43 5.06 -4.61
C -1.55 3.50 -2.52
C 0.03 4.00 -2.30
C 0.95 3.43 -1.06
C 0.31 2.32 0.01
C -1.24 1.82 -0.22
C -1.86 0.76 0.86
C -1.11 -0.70 0.90
C -1.70 -1.48 2.26
C -0.72 -2.67 2.80
C -0.01 -2.32 4.28
C 1.54 -2.93 4.24
C 2.18 -3.20 5.73
C 3.53 -2.31 6.06
C 4.94 -3.18 5.85
C 6.23 -2.16 5.54
C 6.48 -1.12 6.79
O 7.88 -0.66 6.90
C 8.17 0.40 5.90
C -2.20 2.39 -1.47
C -3.76 1.89 -1.62
C -3.95 0.36 -2.16
C -2.68 -0.25 -3.00
N -3.29 -1.16 -4.09
C -2.86 -0.73 -5.47
C -3.56 -1.61 -6.69
C -5.19 -1.98 -6.74
C -5.87 -2.82 -7.99
C -4.97 -3.32 -9.31
C -3.35 -2.99 -9.27
C -2.69 -2.15 -8.00
O -1.23 -1.86 -8.08
C 1.30 1.85 1.23
O 0.93 1.31 2.39
C 2.94 2.12 1.03
C 3.50 3.12 0.08
C 2.48 4.01 -0.88
O 2.79 5.16 -1.48
H -2.84 2.22 -6.92
H -2.37 4.05 -6.79
H -1.12 2.72 -6.11
H -4.10 3.67 -5.12
H -3.33 2.12 -4.37
H -3.17 4.92 -3.34
H 0.56 4.81 -3.01
H -3.03 0.60 0.77
H -1.69 1.24 1.94
H -1.47 -1.31 -0.04
H 0.06 -0.66 0.90
H -1.94 -0.68 3.10
H -2.75 -1.92 1.92
H -1.43 -3.61 3.03
H 0.14 -2.93 2.04
H -0.54 -2.90 5.17
H -0.02 -1.17 4.50
H 1.50 -3.96 3.67
H 2.17 -2.18 3.59
H 1.38 -3.02 6.58
H 2.47 -4.35 5.79
H 3.53 -1.96 7.18
H 3.60 -1.36 5.36
H 4.86 -3.94 4.95
H 5.25 -3.78 6.81
H 7.21 -2.81 5.44
H 6.10 -1.60 4.49
H 6.27 -1.75 7.79
H 5.72 -0.23 6.68
H 8.34 -0.15 4.87
H 7.22 1.08 5.79
H 9.13 1.04 6.18
H -4.36 2.65 -2.29
H -4.23 1.92 -0.52
H -4.22 -0.43 -1.31
H -4.90 0.37 -2.88
H -2.02 0.54 -3.55
H -2.10 -0.97 -2.28
H -3.06 -2.17 -3.89
H -1.68 -0.78 -5.61
H -3.15 0.40 -5.70
H -5.93 -1.66 -5.88
H -7.03 -3.07 -8.06
H -5.48 -3.89 -10.21
H -2.73 -3.36 -10.21
H -0.80 -2.70 -8.44
H 3.68 1.50 1.69
H 4.66 3.34 -0.05
O -4.01 4.37 -0.57
C -3.40 5.16 0.13
C -2.77 6.43 -0.34
C -1.86 6.78 0.81
C -2.57 6.17 1.99
O -3.24 5.01 1.48
H -3.55 7.19 -0.47
H -2.21 6.28 -1.26
H -1.68 7.85 0.93
H -0.89 6.28 0.67
H -3.32 6.84 2.42
H -1.87 5.87 2.78
O 1.16 6.39 3.85
C 2.25 6.00 4.21
C 2.90 4.72 3.78
C 4.01 4.57 4.80
C 4.33 6.00 5.15
O 3.09 6.70 5.03
H 3.30 4.84 2.77
H 2.20 3.89 3.83
H 4.87 4.02 4.43
H 3.63 4.05 5.69
H 5.05 6.45 4.46
H 4.70 6.10 6.17
O 1.05 -0.41 -1.73
C 1.27 -0.84 -2.85
C 2.47 -1.64 -3.26
C 2.42 -1.55 -4.76
C 0.95 -1.40 -5.04
O 0.43 -0.68 -3.92
H 2.34 -2.67 -2.91
H 3.39 -1.21 -2.86
H 2.87 -2.41 -5.27
H 2.96 -0.65 -5.09
H 0.44 -2.36 -5.10
H 0.76 -0.83 -5.95
O -1.27 -6.18 -7.79
C -2.37 -6.61 -8.09
C -3.44 -7.01 -7.13
C -4.38 -7.80 -8.01
C -4.17 -7.17 -9.36
O -2.81 -6.75 -9.38
H -3.92 -6.11 -6.73
H -3.04 -7.62 -6.32
H -5.42 -7.78 -7.67
H -4.06 -8.85 -8.03
H -4.81 -6.29 -9.51
H -4.35 -7.88 -10.17
O 8.48 4.39 3.81
C 8.18 5.45 3.28
C 9.03 6.20 2.31
C 8.38 7.56 2.30
C 6.95 7.24 2.62
O 6.99 6.10 3.47
H 8.97 5.71 1.33
H 10.07 6.25 2.65
H 8.51 8.10 1.36
H 8.81 8.17 3.10
H 6.37 6.98 1.72
H 6.45 8.06 3.13
O 2.47 -6.53 6.36
C 1.37 -6.96 6.06
C 0.30 -7.36 7.02
C -0.64 -8.15 6.14
C -0.43 -7.52 4.79
O 0.93 -7.10 4.77
H -0.18 -6.46 7.42
H 0.70 -7.98 7.83
H -1.68 -8.13 6.48
H -0.32 -9.20 6.12
H -1.07 -6.64 4.64
H -0.61 -8.23 3.98
O -4.98 -2.79 1.93
C -5.72 -1.85 1.71
C -7.21 -1.92 1.57
C -7.53 -0.60 0.93
C -6.43 0.30 1.44
O -5.29 -0.56 1.59
H -7.65 -2.01 2.57
H -7.50 -2.76 0.94
H -8.53 -0.23 1.17
H -7.46 -0.69 -0.16
H -6.67 0.74 2.41
H -6.20 1.10 0.73
```

Results
**Structure (SMILES)**: CC[C@H](F)c1cc2c(c(CCCCCCCCCCCOC)c1CCCNCc1ccccc1O)C(=O)C=CC2=O.O=C1CCCO1.O=C1CCCO1.O=C1CCCO1.O=C1CCCO1.O=C1CCCO1.O=C1CCCO1.O=C1CCCO1
**Charge**: 0
**Molar mass**: 1168.40 Da
**2S+1**: 1
**HOMO level**: -0.2977 Ha

Entry from the Open Molecules 2025 dataset: a molecular structure, C40H26N4PbS in a non-equilibrium geometry (ωB97M-V with the def2-TZVPD basis set).

```
72
C40H26N4PbS, DFT ωB97M-V with the def2-TZVPD basis set
Pb -0.75 -0.26 -0.13
C -0.72 -4.56 1.62
C -1.99 -4.70 2.17
C -2.90 -3.66 2.06
C -2.54 -2.48 1.40
C -1.26 -2.31 0.86
C -0.38 -3.38 0.98
C -3.49 -1.37 1.26
C -4.89 -1.56 1.31
C -5.73 -0.51 1.07
C -5.20 0.77 0.81
C -5.98 1.91 0.54
C -5.38 3.11 0.27
C -3.98 3.23 0.29
C -3.20 2.14 0.58
C -3.78 0.88 0.82
N -2.98 -0.18 1.02
H -0.01 -5.37 1.70
H -2.27 -5.61 2.68
H -3.87 -3.77 2.51
H 0.62 -3.29 0.57
H -5.29 -2.55 1.49
H -6.81 -0.65 1.07
H -7.05 1.81 0.53
H -5.97 3.98 0.04
H -3.52 4.19 0.09
H -2.12 2.20 0.62
C 0.57 4.89 -1.00
C 0.07 3.89 -0.16
N 0.74 2.82 0.18
C 1.99 2.67 -0.30
C 2.59 3.63 -1.15
C 1.84 4.76 -1.49
C 3.91 3.41 -1.60
C 4.58 2.27 -1.26
C 4.01 1.27 -0.43
C 4.81 0.09 -0.16
C 4.40 -1.13 0.19
C 2.95 -1.50 0.35
N 2.22 0.76 1.09
C 2.72 1.49 0.09
H -0.05 5.75 -1.23
H -0.93 3.97 0.26
H 2.27 5.52 -2.14
H 4.37 4.15 -2.24
H 5.58 2.11 -1.64
H 5.88 0.23 -0.31
H 5.13 -1.91 0.37
H 2.86 -2.54 0.70
S 3.35 -1.68 -2.39
C 1.93 -1.78 -3.40
C 1.84 -1.97 -4.77
C 0.58 -2.02 -5.33
C -0.57 -1.90 -4.54
C -0.48 -1.71 -3.18
C 0.78 -1.63 -2.60
N 1.05 -1.44 -1.27
C 2.30 -1.47 -0.99
C 2.38 -0.59 1.45
C 3.00 -0.84 2.76
C 2.52 -0.27 3.88
C 1.26 0.40 3.88
C 0.50 0.47 2.77
C 0.99 0.10 1.44
H 2.72 -2.07 -5.37
H 0.47 -2.16 -6.39
H -1.54 -1.96 -5.01
H -1.36 -1.65 -2.56
H 3.86 -1.50 2.79
H 3.02 -0.42 4.82
H 0.87 0.74 4.83
H -0.53 0.78 2.83
```

Results
**Charge**: 0
**Molar mass**: 801.94 Da
**2S+1**: 1
**HOMO level**: -0.2471 Ha

Entry from the Open Molecules 2025 dataset: 2 unconnected molecules or ions with the total composition CH6S6Si in a non-equilibrium geometry (ωB97M-V with the def2-TZVPD basis set).

```
14
CH6S6Si, DFT ωB97M-V with the def2-TZVPD basis set
C -2.27 -1.27 0.36
Si 2.78 0.34 0.46
S 1.45 -0.63 1.57
S 4.90 0.22 0.51
S 0.29 2.02 -0.73
S -2.97 0.33 -0.25
S 2.26 1.65 -1.17
S -2.71 0.38 -2.18
H -1.39 -1.52 -0.21
H -3.04 -2.03 0.21
H -2.03 -1.16 1.41
H -1.90 1.05 0.26
H 4.91 -0.68 1.49
H -0.28 1.31 -1.73
```

Results
**Charge**: 0
**Molar mass**: 238.55 Da
**2S+1**: 1
**HOMO level**: -0.3115 Ha

Entry from the Open Molecules 2025 dataset: 3 unconnected molecules or ions with the total composition C19H47N8O2P2 in a non-equilibrium geometry (ωB97M-V with the def2-TZVPD basis set).

```
78
C19H47N8O2P2, DFT ωB97M-V with the def2-TZVPD basis set
C -5.11 -0.69 -0.07
C -5.58 -2.14 0.35
N -4.79 -3.25 -0.28
N -3.45 -2.89 -0.41
C -2.72 -2.85 0.76
C -1.32 -2.46 0.79
C -0.71 -2.09 -0.49
C -1.47 -2.15 -1.74
C -2.88 -2.56 -1.63
H -5.75 0.13 0.37
H -4.06 -0.45 0.26
H -5.14 -0.66 -1.20
H -6.66 -2.30 0.11
H -5.50 -2.24 1.47
H -5.19 -3.52 -1.18
H -3.21 -3.11 1.73
H -0.79 -2.44 1.76
H 0.35 -1.75 -0.49
H -1.07 -1.88 -2.74
H -3.56 -2.62 -2.51
O 2.13 -1.45 1.50
P 3.54 -1.92 1.90
N 3.02 -2.49 3.44
C 3.67 -2.36 4.73
C 2.39 -3.81 3.37
N 4.16 -0.27 1.94
C 4.31 0.49 3.17
C 3.46 0.65 1.01
N 5.18 -2.55 2.18
C 6.29 -1.92 2.87
C 5.69 -2.97 0.85
H 4.51 -3.06 4.86
H 2.96 -2.57 5.54
H 4.01 -1.35 4.93
H 3.13 -4.59 3.17
H 1.64 -3.83 2.57
H 1.87 -4.06 4.29
H 3.37 0.60 3.72
H 4.69 1.50 2.95
H 5.06 0.09 3.85
H 2.50 0.98 1.42
H 3.29 0.18 0.05
H 4.07 1.54 0.83
H 6.65 -1.01 2.37
H 7.13 -2.62 2.91
H 6.09 -1.70 3.91
H 5.86 -2.09 0.21
H 4.97 -3.63 0.36
H 6.63 -3.52 0.93
O -0.17 1.62 -3.25
P -1.25 2.25 -2.36
N -2.47 2.02 -3.56
C -3.52 2.93 -3.98
C -2.99 0.66 -3.58
N -0.49 3.84 -2.42
C -0.93 4.89 -3.34
C 0.98 3.79 -2.58
N -2.49 2.87 -1.24
C -3.02 4.21 -1.10
C -2.06 2.45 0.12
H -4.36 2.96 -3.27
H -3.93 2.61 -4.95
H -3.16 3.94 -4.16
H -3.62 0.47 -2.70
H -2.17 -0.06 -3.58
H -3.58 0.47 -4.48
H -0.88 4.58 -4.39
H -0.30 5.78 -3.21
H -1.93 5.26 -3.13
H 1.27 3.59 -3.62
H 1.42 3.03 -1.94
H 1.42 4.75 -2.29
H -2.26 4.94 -0.77
H -3.81 4.21 -0.35
H -3.50 4.58 -2.00
H -1.15 2.99 0.42
H -1.84 1.38 0.14
H -2.83 2.64 0.87
```

Results
**Charge**: +1
**Molar mass**: 481.59 Da
**2S+1**: 1
**HOMO level**: -0.3753 Ha

Entry from the Open Molecules 2025 dataset: 2 unconnected molecules or ions with the total composition N4O2 in a non-equilibrium geometry (ωB97M-V with the def2-TZVPD basis set).

```
6
N4O2, DFT ωB97M-V with the def2-TZVPD basis set
O -2.32 0.38 0.60
N -1.23 0.51 0.22
N -0.36 1.22 -0.15
O 0.80 1.33 -0.31
N 1.07 -1.97 -0.11
N 1.85 -1.25 -0.23
```

Results
**Structure (SMILES)**: O=NN=O.N#N
**Charge**: 0
**Molar mass**: 88.03 Da
**2S+1**: 1
**HOMO level**: -0.3681 Ha

Entry from the Open Molecules 2025 dataset: a gas-phase ion, C5H5ClN4O (charge +2) in a non-equilibrium geometry (ωB97M-V with the def2-TZVPD basis set).

```
16
C5H5ClN4O, DFT ωB97M-V with the def2-TZVPD basis set
C 1.66 1.50 0.24
C -2.74 -0.04 -0.23
C 3.81 0.22 0.00
C -0.46 0.44 -0.07
C -0.26 -0.88 -0.09
N 0.45 1.40 0.21
N 2.69 0.55 0.08
N -2.33 -1.27 -0.25
N -1.79 0.89 -0.29
O 0.40 -1.97 -0.07
Cl 5.16 -0.57 -0.05
H 1.87 2.50 0.30
H -3.75 0.25 -0.40
H -2.94 -2.02 0.12
H -1.85 1.81 0.06
H 0.09 -2.81 0.43
```

Results
**Charge**: +2
**Molar mass**: 172.57 Da
**2S+1**: 1
**HOMO level**: -0.6368 Ha

Entry from the Open Molecules 2025 dataset: a molecular structure, C22H32BrN3O2Re (ωB97M-V with the def2-TZVPD basis set).

```
61
C22H32BrN3O2Re, DFT ωB97M-V with the def2-TZVPD basis set
Re 0.33 0.39 1.01
C 3.55 1.14 0.44
C 2.35 1.22 1.34
C 2.14 0.22 2.36
C 1.15 0.39 3.35
C 1.06 -0.52 4.52
C 0.13 1.34 3.06
C 0.35 2.42 2.14
C -0.58 3.58 2.08
C 1.52 2.37 1.37
H 4.37 1.70 0.89
H 3.36 1.58 -0.54
H 3.92 0.12 0.32
H 2.85 -0.60 2.45
H 0.05 -0.63 4.91
H 1.64 -0.04 5.33
H 1.53 -1.49 4.35
H -0.74 1.39 3.71
H -0.21 4.37 2.74
H -1.58 3.32 2.42
H -0.64 3.99 1.07
H 1.68 3.14 0.62
N -2.53 -2.55 -1.57
C -1.55 -3.45 -0.84
C -1.75 -3.38 0.69
C -0.64 -2.78 1.56
N -0.77 -1.29 1.86
C 0.75 -3.10 1.03
C 0.93 -2.63 -0.40
N 1.07 -1.12 -0.44
C -0.11 -3.23 -1.35
H -3.49 -2.75 -1.30
H -2.47 -2.73 -2.58
H -2.31 -1.55 -1.46
H -1.87 -4.44 -1.15
H -1.83 -4.41 1.03
H -2.72 -2.94 0.94
H -0.76 -3.26 2.53
H -0.54 -1.23 2.85
H -1.77 -1.04 1.86
H 0.89 -4.18 1.07
H 1.51 -2.68 1.69
H 1.89 -3.00 -0.76
H 0.85 -0.81 -1.39
H 2.08 -0.96 -0.37
H 0.28 -4.22 -1.58
H -0.11 -2.70 -2.30
Br 0.76 5.59 -4.05
C -0.24 4.09 -3.99
C -1.14 3.81 -5.06
C -1.89 2.67 -5.01
C -1.77 1.80 -3.92
C -0.88 2.07 -2.84
C -0.12 3.21 -2.87
C -0.83 1.08 -1.71
O -1.43 0.01 -1.77
O -0.11 1.42 -0.67
H -1.21 4.50 -5.90
H -2.58 2.43 -5.81
H -2.37 0.90 -3.88
H 0.56 3.45 -2.07
```

Results
**Charge**: +4
**Expectation value of S²**: 0.77
**Molar mass**: 636.63 Da
**2S+1**: 2
**HOMO level (spin up / spin down)**: -0.7688 / -0.7689 Ha

Entry from the Open Molecules 2025 dataset: a molecular structure, C41H29NO6PtS2 in a non-equilibrium geometry (ωB97M-V with the def2-TZVPD basis set).

```
80
C41H29NO6PtS2, DFT ωB97M-V with the def2-TZVPD basis set
Pt 0.11 -0.41 0.08
C 7.66 1.43 -2.54
C 6.39 1.06 -1.85
C 5.33 0.50 -2.55
C 4.16 0.13 -1.90
C 4.07 0.32 -0.54
C 5.10 0.90 0.18
C 6.26 1.25 -0.48
S 2.55 -0.10 0.35
O 2.68 0.62 1.62
C 2.93 -1.80 0.88
C 4.25 -2.29 0.97
C 4.50 -3.51 1.53
C 3.46 -4.25 2.14
C 3.68 -5.50 2.76
C 2.66 -6.17 3.37
C 1.38 -5.60 3.43
C 1.12 -4.42 2.80
C 2.14 -3.74 2.10
C 1.88 -2.53 1.37
C 0.43 -2.26 1.12
C -0.27 -3.34 0.42
C 0.41 -4.18 -0.48
C -0.25 -5.20 -1.11
C -1.61 -5.43 -0.87
C -2.29 -4.64 0.02
C -1.64 -3.58 0.68
C -2.34 -2.77 1.62
C -1.73 -1.70 2.20
C -0.37 -1.44 1.97
S 0.24 0.13 2.74
O -0.97 0.95 2.66
C 0.33 -0.51 4.43
C 1.44 -1.27 4.77
C 1.61 -1.67 6.08
C 0.69 -1.30 7.06
C 0.92 -1.65 8.50
C -0.42 -0.55 6.69
C -0.60 -0.15 5.38
H 7.48 1.71 -3.58
H 8.35 0.58 -2.54
H 8.15 2.25 -2.03
H 5.41 0.37 -3.62
H 3.33 -0.29 -2.45
H 4.97 1.06 1.24
H 7.08 1.69 0.08
H 5.05 -1.70 0.56
H 5.50 -3.90 1.54
H 4.68 -5.92 2.74
H 2.83 -7.13 3.83
H 0.60 -6.10 3.98
H 0.14 -3.98 2.87
H 1.46 -4.02 -0.67
H 0.28 -5.83 -1.81
H -2.11 -6.24 -1.37
H -3.34 -4.80 0.21
H -3.37 -3.02 1.85
H -2.26 -1.05 2.88
H 2.16 -1.52 4.01
H 2.47 -2.27 6.35
H 1.63 -2.47 8.59
H -0.01 -1.93 8.99
H 1.32 -0.78 9.01
H -1.15 -0.27 7.44
H -1.44 0.46 5.09
O -6.23 0.75 1.42
C -5.95 1.28 0.37
O -6.41 2.02 -0.46
C -4.45 0.78 -0.09
C -4.29 -0.57 -0.36
C -3.02 -1.00 -0.74
N -1.99 -0.17 -0.80
C -2.17 1.13 -0.58
C -3.41 1.67 -0.22
C -0.95 2.07 -0.87
O -1.18 3.24 -1.08
O 0.16 1.46 -0.92
H -5.11 -1.26 -0.30
H -2.86 -2.03 -1.03
H -3.49 2.73 -0.08
```

Results
**Charge**: 0
**Molar mass**: 890.90 Da
**2S+1**: 1
**HOMO level**: -0.2566 Ha